ORCA calculation (ωB97M-V/def2-TZVPD) on the molecule C6H8S2 at a distorted geometry.

```
16
C6H8S2 ωB97M-V/def2-TZVPD
C -0.357 -1.857 -0.511
C 0.665 -1.225 -1.435
C 0.682 0.737 0.621
C 1.355 0.520 1.755
C -0.573 1.469 0.571
C -1.331 1.681 -0.486
H -1.325 -1.208 -0.343
H 0.069 -1.948 0.485
H -0.590 -2.803 -1.004
H 1.038 0.934 2.716
H 2.258 -0.064 1.748
H -0.988 1.708 1.564
H -1.066 1.406 -1.523
H -2.302 2.219 -0.343
S 1.032 -1.826 -2.894
S 1.432 0.256 -0.923
```

Summary:
structure (SMILES): C=CC(=C)SC(C)=S
net charge: 0
HOMO energy: -8.61 eV
frontier orbital gap: 8.56 eV

Mulliken population analysis, charges in e, atoms 1 to 6: -0.99 0.35 0.56 -0.78 -0.23 -0.77

***

ORCA calculation (ωB97M-V/def2-TZVPD) on a structure of composition C35H54I2NaO2S3Se.

```
98
C35H54I2NaO2S3Se ωB97M-V/def2-TZVPD
Na -2.063 1.244 -0.274
C 5.591 -0.920 -2.111
C 4.291 -1.668 -1.814
C 3.997 -2.603 -2.997
C 4.506 -2.515 -0.552
C 3.114 -0.718 -1.604
C 1.855 -1.222 -1.303
C 0.752 -0.405 -1.126
Se -0.904 -1.327 -0.723
C -0.804 -1.463 1.198
C 0.136 -2.341 1.731
C 0.286 -2.511 3.094
C -0.576 -1.768 3.914
C -1.530 -0.892 3.439
C -1.678 -0.693 2.016
O -2.541 0.137 1.547
C -2.431 -0.100 4.393
C -3.906 -0.423 4.110
C -2.161 -0.429 5.863
C -2.192 1.409 4.213
C 1.326 -3.438 3.720
C 0.630 -4.510 4.572
C 2.273 -2.624 4.616
C 2.173 -4.145 2.662
C 0.829 1.020 -1.280
O -0.209 1.782 -1.278
C 2.148 1.540 -1.493
C 3.213 0.667 -1.685
C 2.441 3.052 -1.604
C 2.416 3.456 -3.086
C 3.830 3.374 -1.025
C 1.464 3.964 -0.845
H 6.404 -1.637 -2.252
H 5.866 -0.257 -1.288
H 5.509 -0.322 -3.022
H 4.822 -3.306 -3.149
H 3.857 -2.026 -3.913
H 3.087 -3.178 -2.823
H 5.347 -3.204 -0.687
H 3.619 -3.107 -0.320
H 4.714 -1.876 0.308
H 1.707 -2.293 -1.212
H 0.760 -2.886 1.034
H -0.477 -1.892 4.986
H -4.102 -1.482 4.298
H -4.148 -0.200 3.072
H -4.554 0.165 4.768
H -2.339 -1.485 6.081
H -2.836 0.159 6.490
H -1.137 -0.184 6.153
H -2.389 1.700 3.183
H -1.156 1.660 4.453
H -2.846 1.977 4.884
H 0.032 -4.058 5.365
H 1.367 -5.173 5.037
H -0.036 -5.112 3.952
H 1.725 -2.115 5.411
H 2.790 -1.865 4.026
H 3.021 -3.275 5.080
H 1.556 -4.760 2.004
H 2.903 -4.797 3.149
H 2.720 -3.427 2.048
H 4.180 1.095 -1.909
H 3.151 2.885 -3.659
H 2.635 4.522 -3.204
H 1.429 3.258 -3.512
H 4.644 2.891 -1.566
H 3.886 3.061 0.019
H 4.006 4.453 -1.070
H 0.470 3.958 -1.281
H 1.858 4.987 -0.868
H 1.368 3.654 0.197
C -1.603 2.803 -3.847
C -1.399 1.604 -4.762
S -1.360 -0.017 -3.945
C -2.899 -0.801 -4.509
C -3.781 -1.298 -3.367
S -4.366 -0.058 -2.191
C -5.250 1.108 -3.253
C -4.430 2.209 -3.946
S -3.149 2.940 -2.895
H -0.851 2.763 -3.053
H -1.468 3.715 -4.433
H -2.124 1.565 -5.577
H -0.423 1.732 -5.234
H -3.446 -0.104 -5.142
H -2.638 -1.659 -5.132
H -4.639 -1.836 -3.781
H -3.221 -1.996 -2.743
H -5.820 0.549 -4.001
H -5.976 1.578 -2.589
H -3.960 1.835 -4.851
H -5.115 3.001 -4.253
I -5.408 2.265 0.606
C -4.452 3.911 1.551
I -2.494 4.276 0.815
H -4.371 3.679 2.605
H -5.048 4.798 1.381
```

Summary:
net charge: -1
HOMO energy: -3.84 eV
frontier orbital gap: 5.63 eV

Mulliken population analysis, charges in e, atoms 1 to 6: 0.56 -2.28 2.25 -1.79 -1.70 -0.72

***

ORCA calculation (ωB97M-V/def2-TZVPD) on a structure of composition C36H24As2Cl2F15GeIrN3O2S2 at a distorted geometry.

```
88
C36H24As2Cl2F15GeIrN3O2S2 ωB97M-V/def2-TZVPD
Ir -0.244 -0.159 0.094
Cl 4.286 -6.326 -1.214
C 3.431 -4.990 -0.598
C 3.884 -4.338 0.560
C 3.227 -3.235 1.039
Cl 3.783 -2.482 2.458
C 2.059 -2.670 0.383
O 1.544 -1.607 0.800
C 1.565 -3.446 -0.735
C 0.302 -3.131 -1.340
O -0.466 -2.212 -1.082
C 2.264 -4.553 -1.214
H 4.749 -4.720 1.084
H 0.005 -3.850 -2.120
H 1.902 -5.080 -2.085
C -3.270 -2.817 0.303
As -2.092 -1.601 1.273
C -3.430 -0.775 2.440
C -1.027 -2.665 2.505
C -1.311 -4.010 2.709
C -0.534 -4.760 3.578
C 0.516 -4.164 4.256
C 0.785 -2.817 4.074
C 0.030 -2.065 3.186
As 0.363 -0.155 2.930
C -0.303 0.441 4.704
C 2.243 0.275 3.280
H -2.708 -3.569 -0.248
H -3.834 -2.218 -0.414
H -3.979 -3.292 0.987
H -3.957 -1.561 2.988
H -4.146 -0.241 1.813
H -2.976 -0.076 3.141
H -2.142 -4.469 2.182
H -0.755 -5.806 3.727
H 1.117 -4.749 4.936
H 1.585 -2.343 4.627
H 0.406 0.086 5.458
H -1.285 0.029 4.931
H -0.353 1.529 4.768
H 2.642 -0.376 4.059
H 2.298 1.307 3.639
H 2.838 0.170 2.375
N -0.050 2.374 0.323
N -1.026 3.147 -0.326
C -2.188 2.660 -0.798
N -3.089 3.526 -1.247
S -2.556 1.013 -0.807
H 0.060 2.696 1.288
H 0.849 2.478 -0.155
H -0.854 4.144 -0.429
H -2.894 4.512 -1.326
H -3.930 3.186 -1.685
F 2.138 -1.792 -3.116
C 1.937 -1.935 -4.438
C 0.977 -1.164 -5.058
C 0.760 -1.361 -6.409
F -0.216 -0.632 -6.971
C 1.496 -2.271 -7.154
F 1.260 -2.436 -8.445
C 2.475 -3.032 -6.509
F 3.183 -3.918 -7.189
C 2.687 -2.869 -5.142
F 3.585 -3.616 -4.496
Ge -0.185 0.189 -4.187
S 0.571 0.616 -2.164
C -2.013 -0.532 -4.597
C -3.004 0.096 -5.330
F -2.852 1.377 -5.665
C -4.152 -0.583 -5.738
F -5.072 0.043 -6.458
C -4.329 -1.922 -5.385
F -5.424 -2.571 -5.742
C -3.333 -2.577 -4.658
F -3.457 -3.858 -4.314
C -2.198 -1.867 -4.302
F -1.189 -2.491 -3.661
C -0.020 1.952 -5.095
C -0.852 2.962 -4.656
F -1.633 2.684 -3.586
C -0.908 4.209 -5.252
F -1.722 5.147 -4.768
C -0.085 4.459 -6.350
F -0.118 5.640 -6.944
C 0.788 3.467 -6.800
F 1.591 3.703 -7.828
C 0.818 2.233 -6.157
F 1.681 1.292 -6.551
```

Summary:
spin multiplicity: 2
net charge: +2
HOMO energy (spin up / spin down): -12.21 / -12.42 eV
expectation value of S²: 0.968
frontier orbital gap (spin up / spin down): 3.41 / 4.43 eV

Mulliken population analysis, charges in e, atoms 1 to 6: 2.83 -0.19 -0.10 -0.56 0.43 -0.20

***

ORCA calculation (ωB97M-V/def2-TZVPD) on a cluster of 11 separate species, C66H165N11O22 in total at a distorted geometry.

```
264
C66H165N11O22 ωB97M-V/def2-TZVPD
C 4.385 -0.983 2.216
O 4.199 0.326 1.647
C 4.037 0.467 0.194
C 3.919 1.929 -0.037
N 5.232 2.626 0.116
C 5.078 4.059 -0.005
C 6.239 4.686 0.752
O 6.106 4.232 2.128
C 7.083 4.732 2.952
H 3.639 -1.625 1.763
H 4.180 -0.778 3.231
H 5.396 -1.280 2.055
H 3.128 -0.029 -0.082
H 4.842 -0.121 -0.241
H 3.113 2.326 0.665
H 3.623 2.201 -1.047
H 5.643 2.455 0.982
H 4.146 4.495 0.394
H 5.130 4.291 -1.097
H 6.209 5.813 0.699
H 7.293 4.470 0.366
H 8.000 4.239 2.744
H 6.887 4.319 3.981
H 7.061 5.830 2.864
C 4.033 -2.531 -2.548
O 4.712 -1.713 -3.429
C 5.554 -2.428 -4.301
C 5.869 -1.525 -5.446
N 6.498 -0.284 -5.090
C 7.862 -0.322 -4.649
C 8.280 1.008 -4.122
O 7.280 1.462 -3.198
C 7.389 0.726 -2.025
H 3.187 -3.144 -3.036
H 3.594 -1.928 -1.787
H 4.671 -3.281 -2.101
H 5.130 -3.343 -4.734
H 6.499 -2.716 -3.739
H 4.886 -1.255 -5.824
H 6.457 -2.015 -6.179
H 5.877 0.337 -4.577
H 8.507 -0.431 -5.513
H 8.077 -1.139 -3.962
H 8.197 1.717 -4.944
H 9.205 0.942 -3.629
H 7.183 -0.356 -2.152
H 6.696 1.119 -1.278
H 8.416 0.814 -1.650
C -3.107 7.664 4.921
O -4.361 8.246 4.968
C -4.754 8.477 6.335
C -5.400 7.189 6.777
N -5.978 7.214 8.102
C -6.356 5.884 8.641
C -7.864 5.575 8.581
O -8.306 5.612 7.271
C -8.093 4.420 6.455
H -3.093 6.637 5.313
H -2.360 8.220 5.538
H -2.809 7.626 3.879
H -5.503 9.269 6.235
H -3.808 8.723 6.887
H -4.618 6.460 6.694
H -6.149 7.022 6.049
H -6.846 7.714 7.998
H -6.128 5.793 9.708
H -5.851 5.024 8.120
H -8.466 6.288 9.119
H -7.960 4.598 9.049
H -8.841 4.484 5.681
H -8.334 3.556 7.061
H -6.991 4.289 6.076
C -4.725 3.009 -2.079
O -3.916 3.672 -1.106
C -2.694 4.119 -1.726
C -1.815 4.674 -0.678
N -1.238 3.697 0.183
C -0.260 4.115 1.194
C 0.979 4.598 0.409
O 0.821 6.010 0.216
C 1.802 6.448 -0.695
H -4.251 2.058 -2.397
H -4.937 3.672 -2.931
H -5.658 2.858 -1.466
H -2.808 4.840 -2.498
H -2.146 3.275 -2.107
H -2.420 5.492 -0.191
H -1.000 5.220 -1.157
H -1.983 3.095 0.565
H 0.011 3.227 1.758
H -0.551 4.910 1.894
H 0.906 4.054 -0.539
H 1.968 4.406 0.918
H 1.837 5.843 -1.641
H 2.832 6.355 -0.281
H 1.664 7.483 -0.921
C 1.745 0.906 3.763
O 0.680 1.743 4.122
C 0.962 2.403 5.394
C -0.264 3.303 5.645
N -1.429 2.436 5.795
C -2.561 3.062 6.431
C -3.748 2.073 6.527
O -4.750 2.663 7.243
C -5.953 1.983 7.130
H 2.648 1.462 3.517
H 1.375 0.286 2.887
H 2.017 0.141 4.553
H 1.918 2.909 5.307
H 1.017 1.680 6.202
H -0.424 4.001 4.787
H -0.131 3.837 6.596
H -1.781 2.175 4.861
H -2.863 3.977 5.935
H -2.255 3.349 7.472
H -3.278 1.146 7.034
H -4.157 1.711 5.525
H -5.838 0.875 7.312
H -6.331 2.077 6.094
H -6.808 2.285 7.775
C 1.501 -2.306 -6.300
O 2.371 -1.261 -6.589
C 1.643 0.069 -6.583
C 2.701 1.106 -6.320
N 3.093 1.055 -4.946
C 4.136 2.109 -4.697
C 3.466 3.497 -4.494
O 2.723 3.615 -3.331
C 1.326 3.185 -3.471
H 2.114 -3.186 -6.067
H 0.791 -2.598 -7.092
H 0.832 -2.044 -5.434
H 0.901 0.281 -5.870
H 1.258 0.247 -7.583
H 2.127 2.034 -6.674
H 3.580 0.974 -6.963
H 3.529 0.127 -4.924
H 4.807 2.193 -5.587
H 4.571 1.802 -3.721
H 2.834 3.852 -5.354
H 4.332 4.129 -4.412
H 1.209 2.397 -4.255
H 0.720 4.039 -3.812
H 1.027 2.699 -2.488
C -1.262 -5.044 -1.281
O -0.833 -5.021 0.055
C -1.829 -4.349 0.849
C -1.382 -4.256 2.288
N -0.023 -3.670 2.230
C 0.609 -3.638 3.565
C 0.162 -2.481 4.527
O -1.164 -2.686 5.021
C -1.451 -1.790 6.072
H -0.604 -5.645 -1.916
H -1.277 -3.993 -1.670
H -2.235 -5.442 -1.347
H -2.812 -4.863 0.824
H -1.838 -3.323 0.423
H -1.333 -5.307 2.615
H -1.954 -3.595 2.912
H 0.561 -4.282 1.602
H 1.677 -3.610 3.369
H 0.562 -4.518 4.199
H 0.217 -1.510 4.036
H 0.798 -2.520 5.362
H -1.313 -0.695 5.707
H -0.790 -1.998 6.892
H -2.476 -1.972 6.448
C -4.179 2.868 2.634
O -3.178 1.961 2.876
C -2.967 0.987 1.898
C -1.658 0.348 2.258
N -1.179 -0.644 1.251
C -0.308 0.020 0.317
C -0.079 -0.843 -0.867
O 0.784 -0.148 -1.775
C 0.901 -0.708 -3.038
H -3.820 3.835 2.208
H -4.720 3.212 3.578
H -4.921 2.504 2.002
H -3.158 1.491 0.926
H -3.778 0.185 1.947
H -1.842 -0.189 3.207
H -0.937 1.155 2.364
H -0.732 -1.439 1.711
H 0.785 0.287 0.684
H -0.716 0.950 -0.044
H -0.983 -1.153 -1.399
H 0.306 -1.749 -0.457
H -0.067 -0.747 -3.518
H 1.190 -1.706 -2.939
H 1.569 -0.074 -3.623
C -7.347 -3.026 9.061
O -6.791 -2.909 7.771
C -6.100 -4.070 7.434
C -5.787 -3.849 5.934
N -4.640 -2.985 5.686
C -4.930 -1.597 5.218
C -5.664 -1.565 3.893
O -4.763 -2.060 2.846
C -5.359 -1.945 1.551
H -6.571 -3.171 9.802
H -8.062 -3.911 9.101
H -7.891 -2.124 9.228
H -6.789 -4.949 7.496
H -5.180 -4.302 7.919
H -6.730 -3.559 5.483
H -5.519 -4.814 5.492
H -4.046 -3.447 5.037
H -4.013 -1.092 5.044
H -5.413 -1.079 6.049
H -5.887 -0.529 3.590
H -6.663 -2.054 3.865
H -6.091 -2.752 1.276
H -4.640 -1.967 0.787
H -5.823 -0.967 1.460
C 5.379 -2.261 -9.053
O 6.228 -3.461 -8.906
C 5.419 -4.662 -8.715
C 4.887 -4.851 -7.342
N 4.070 -6.035 -7.404
C 2.943 -6.036 -6.471
C 3.415 -6.245 -4.985
O 2.380 -5.789 -4.136
C 2.646 -6.001 -2.789
H 5.891 -1.647 -9.765
H 5.246 -1.731 -8.144
H 4.428 -2.617 -9.481
H 6.105 -5.492 -8.993
H 4.590 -4.660 -9.367
H 4.255 -3.952 -7.127
H 5.667 -4.854 -6.642
H 3.698 -6.131 -8.312
H 2.255 -6.811 -6.610
H 2.423 -5.068 -6.425
H 4.385 -5.704 -4.735
H 3.601 -7.323 -4.922
H 3.016 -7.003 -2.602
H 1.747 -5.786 -2.193
H 3.371 -5.239 -2.291
C 1.173 -4.476 -9.167
O 0.476 -4.818 -7.917
C -0.027 -6.184 -8.002
C -0.509 -6.573 -6.668
N -1.566 -5.724 -6.097
C -2.105 -6.160 -4.840
C -3.079 -5.111 -4.261
O -2.354 -3.861 -4.167
C -3.095 -2.805 -3.700
H 0.422 -4.338 -9.940
H 1.817 -5.234 -9.517
H 1.766 -3.529 -8.988
H 0.840 -6.791 -8.283
H -0.736 -6.218 -8.848
H 0.384 -6.628 -6.019
H -0.838 -7.585 -6.624
H -1.213 -4.761 -5.909
H -1.376 -6.466 -4.080
H -2.738 -7.056 -5.053
H -3.538 -5.404 -3.280
H -3.865 -4.916 -4.996
H -4.129 -2.805 -4.194
H -2.562 -1.823 -3.920
H -3.275 -2.853 -2.581
```

Summary:
structure (SMILES): COCCNCCOC.COCCNCCOC.COCCNCCOC.COCCNCCOC.COCCNCCOC.COCCNCCOC.COCCNCCOC.COCCNCCOC.COCCNCCOC.COCCNCCOC.COCCNCCOC
net charge: 0
HOMO energy: -8.26 eV
frontier orbital gap: 8.73 eV

Mulliken population analysis, charges in e, atoms 1 to 6: -0.98 -0.25 0.27 0.42 -0.33 0.22

***

Here are the calculated total energy numbers, same order: -28020.426, -159740.738, -314776.760, -132534.596 (eV).